Record 1
Below is a 2-piece molecular cluster, CH2FO4S overall in a non-equilibrium geometry, with properties calculated with ωB97M-V/def2-TZVPD.

Values from the calculation:
Frontier orbital gap, eV: 9.33
LUMO energy, Ha: 0.1549
M, u: 129.09
Relative energy (zero: lowest compared OMol25 entry of this formula, charge and spin), kJ/mol: 95.4
Calculated total energy, a.u.: -838.3699
HOMO level, eV: -5.1

Geometry as ORCA input:
```
! RIJCOSX wB97M-V def2-TZVPD def2/J DEFGRID3
* xyz -1 1
C 0.176 -1.114 -0.132
O 1.501 0.041 0.919
O -0.683 -1.332 0.663
O 3.743 0.843 0.601
O 2.251 0.759 -1.289
F 3.193 -1.299 -0.333
S 2.587 0.230 0.012
H 0.934 -1.937 -0.054
H 0.382 -0.415 -0.936
*
```

Results of the natural (NBO) charge analysis, in e, for atoms 1 through 6:
1. C 0.277
2. O -0.934
3. O -0.622
4. O -0.991
5. O -0.991
6. F -0.559

=====

Record 2
Below is C3H7O3PS as an isolated structure in a non-equilibrium geometry, with properties calculated with ωB97M-V/def2-TZVPD.

Values from the calculation:
Frontier orbital gap (spin up / spin down), eV: 3.56 / 5.82
⟨S²⟩: 2.01
LUMO energy (spin up / spin down), Ha: -0.0018 / -0.1166
M, u: 154.13
Relative energy (zero: lowest compared OMol25 entry of this formula, charge and spin), kJ/mol: 558.9
Calculated total energy, a.u.: -1083.5047
HOMO level (spin up / spin down), eV: -3.6 / -9.0

Geometry as ORCA input:
```
! RIJCOSX wB97M-V def2-TZVPD def2/J DEFGRID3
* xyz 0 3
C -1.195 -0.717 -0.358
C 0.523 1.080 -1.694
C -0.167 1.167 1.593
O 1.274 -0.602 0.281
O 1.631 -3.107 0.142
O -0.611 -1.970 -0.310
P 0.157 0.491 -0.093
S 1.104 -2.025 -0.642
H -1.620 -0.635 -1.309
H -2.084 -0.804 0.261
H 1.613 1.420 -1.739
H 0.056 1.967 -2.023
H 0.520 1.970 1.912
H -0.086 0.297 2.351
H -1.116 1.468 1.628
*
```

Results of the natural (NBO) charge analysis, in e, for atoms 1 through 6:
1. C -0.434
2. C -0.588
3. C -0.912
4. O -1.004
5. O -0.921
6. O -0.732

=====

Record 3
Below is a 2-piece molecular cluster, C3H12N2O2 overall in a non-equilibrium geometry, with properties calculated with ωB97M-V/def2-TZVPD.

Values from the calculation:
Frontier orbital gap, eV: 9.97
LUMO energy, Ha: 0.0290
M, u: 108.14
SMILES: NCNCCO.O
Relative energy (zero: lowest compared OMol25 entry of this formula, charge and spin), kJ/mol: 236.9
Calculated total energy, a.u.: -381.4247
HOMO level, eV: -9.2

Geometry as ORCA input:
```
! RIJCOSX wB97M-V def2-TZVPD def2/J DEFGRID3
* xyz 0 1
N 2.469 1.251 1.347
C 1.752 -0.052 1.559
N 0.348 0.249 1.894
C -0.330 0.610 0.603
C -0.834 -0.526 -0.377
O -0.736 -0.287 -1.745
H 1.863 1.949 1.774
H 3.255 1.249 1.983
H 2.267 -0.453 2.449
H 1.816 -0.924 0.891
H 0.044 -0.515 2.481
H 0.233 1.388 0.069
H -1.237 1.102 1.005
H -1.829 -0.832 -0.090
H -0.127 -1.346 -0.179
H 0.137 -0.062 -2.072
O -3.161 -0.672 -4.102
H -2.690 -1.475 -4.344
H -3.237 -0.655 -3.147
*
```

Results of the natural (NBO) charge analysis, in e, for atoms 1 through 6:
1. N -0.847
2. C -0.068
3. N -0.649
4. C -0.270
5. C -0.070
6. O -0.728

=====

Record 4
Below is C87H227NO29V as an isolated structure in a non-equilibrium geometry, with properties calculated with ωB97M-V/def2-TZVPD.

Values from the calculation:
Frontier orbital gap (spin up / spin down), eV: 8.60 / 9.27
⟨S²⟩: 0.76
LUMO energy (spin up / spin down), Ha: 0.0184 / 0.0184
M, u: 1802.70
Calculated total energy, a.u.: -6631.6079
HOMO level (spin up / spin down), eV: -8.1 / -8.8

Geometry as ORCA input:
```
! RIJCOSX wB97M-V def2-TZVPD def2/J DEFGRID3
* xyz 0 2
O 0.788 3.013 3.071
V 1.665 1.987 2.317
C 2.345 -1.176 0.293
C 0.972 -0.794 -0.373
C -0.019 -1.996 -0.348
C -1.458 -1.748 -0.653
C -1.965 -0.642 0.263
C -1.199 0.718 0.174
N 0.304 0.348 0.437
O 1.067 1.468 0.534
C -1.575 1.576 1.443
C -1.296 1.478 -1.130
C 1.320 -0.508 -1.813
H 2.372 -2.253 0.527
H 2.506 -0.673 1.233
H 3.277 -1.017 -0.269
H 0.009 -2.511 0.619
H 0.357 -2.705 -1.126
H -2.046 -2.663 -0.438
H -1.536 -1.465 -1.728
H -2.107 -1.043 1.271
H -2.997 -0.532 0.031
H -2.543 2.069 1.409
H -0.822 2.440 1.422
H -1.468 1.094 2.386
H -2.239 2.029 -1.122
H -1.175 0.890 -2.035
H -0.560 2.282 -1.090
H 2.013 -1.315 -2.105
H 1.832 0.461 -1.935
H 0.520 -0.619 -2.546
O 3.234 1.604 3.113
H 3.985 2.148 2.779
C -2.865 1.639 -4.733
C -1.461 1.353 -5.450
C -1.360 0.164 -6.360
O -1.117 2.476 -6.188
H -3.246 0.815 -4.173
H -3.607 1.916 -5.472
H -2.670 2.447 -3.979
H -0.785 1.138 -4.600
H -2.140 0.297 -7.127
H -1.526 -0.784 -5.848
H -0.325 0.201 -6.770
H -1.060 3.277 -5.637
C 4.596 1.347 7.611
C 4.107 2.427 6.643
C 5.287 3.029 5.918
O 3.090 2.053 5.773
H 5.240 0.705 7.019
H 3.793 0.647 8.029
H 5.147 1.778 8.414
H 3.697 3.249 7.252
H 5.044 3.896 5.300
H 5.687 2.257 5.302
H 6.073 3.324 6.622
H 3.432 1.822 4.853
C -4.256 3.933 -0.625
C -5.365 3.439 -1.532
C -6.754 3.914 -1.269
O -4.968 3.656 -2.874
H -3.378 3.585 -1.153
H -4.282 3.573 0.400
H -4.080 5.027 -0.744
H -5.398 2.381 -1.381
H -6.970 4.916 -1.579
H -6.914 3.766 -0.250
H -7.429 3.134 -1.719
H -5.569 3.181 -3.447
C -4.010 6.433 3.136
C -4.129 5.078 3.920
C -4.284 5.173 5.429
O -5.204 4.278 3.386
H -3.064 6.895 3.283
H -4.788 7.127 3.527
H -4.169 6.248 2.060
H -3.206 4.486 3.787
H -5.230 5.576 5.764
H -3.487 5.797 5.841
H -4.195 4.158 5.866
H -5.808 4.975 3.103
C -3.316 -8.712 -3.182
C -3.777 -7.287 -3.354
C -5.191 -6.940 -2.841
O -2.856 -6.419 -2.597
H -2.289 -8.879 -3.592
H -3.956 -9.459 -3.655
H -3.270 -8.989 -2.127
H -3.642 -6.925 -4.407
H -5.429 -5.872 -3.044
H -5.238 -7.176 -1.742
H -5.920 -7.608 -3.351
H -2.733 -6.918 -1.776
C -0.558 -4.667 -4.423
C 0.112 -6.012 -4.595
C 1.630 -5.870 -4.627
O -0.228 -6.871 -3.528
H -0.282 -4.028 -5.295
H -0.117 -4.029 -3.639
H -1.677 -4.710 -4.407
H -0.243 -6.380 -5.535
H 1.934 -5.444 -3.682
H 1.945 -5.211 -5.453
H 2.121 -6.886 -4.720
H -1.101 -6.698 -3.205
C 2.034 -5.795 2.388
C 0.595 -5.754 2.889
C 0.520 -4.955 4.212
O -0.299 -5.161 1.983
H 2.133 -6.014 1.340
H 2.438 -6.679 2.928
H 2.580 -4.933 2.554
H 0.391 -6.796 3.057
H -0.534 -4.957 4.528
H 0.854 -3.911 4.051
H 1.136 -5.432 4.999
H -0.343 -5.712 1.172
C 7.158 1.779 -3.203
C 5.937 1.997 -4.058
C 6.123 3.210 -4.940
O 5.800 0.870 -4.862
H 7.222 2.697 -2.647
H 8.072 1.644 -3.781
H 7.055 0.975 -2.522
H 5.069 2.221 -3.365
H 5.356 3.443 -5.668
H 7.084 3.128 -5.449
H 6.299 4.112 -4.329
H 5.398 1.151 -5.717
C -5.060 1.201 4.416
C -4.811 0.642 3.035
C -5.807 -0.484 2.767
O -4.828 1.599 1.955
H -4.392 2.011 4.770
H -4.933 0.365 5.092
H -6.076 1.659 4.557
H -3.852 0.070 2.975
H -5.664 -0.967 1.782
H -6.843 -0.154 2.836
H -5.663 -1.171 3.613
H -5.026 2.473 2.343
C -2.071 -10.274 -0.303
C -2.225 -9.148 0.698
C -0.971 -8.447 1.155
O -3.187 -8.248 0.051
H -1.541 -9.974 -1.214
H -3.082 -10.554 -0.551
H -1.565 -11.146 0.138
H -2.709 -9.516 1.653
H -1.327 -7.504 1.495
H -0.251 -8.333 0.332
H -0.601 -8.949 2.076
H -3.491 -7.628 0.725
C -3.591 -4.357 1.636
C -3.570 -5.564 2.625
C -4.367 -5.346 3.896
O -4.106 -6.681 1.919
H -2.850 -3.602 1.881
H -4.580 -3.960 1.453
H -3.300 -4.764 0.679
H -2.540 -5.856 2.840
H -4.551 -6.265 4.404
H -5.343 -5.074 3.670
H -3.891 -4.647 4.547
H -4.467 -7.397 2.505
C -0.250 -0.910 4.694
C 1.096 -0.445 4.106
C 2.223 -1.502 4.000
O 0.880 0.257 2.875
H -0.069 -1.339 5.695
H -0.791 -1.607 4.019
H -0.800 0.005 4.887
H 1.487 0.269 4.819
H 2.389 -1.947 5.007
H 3.058 -0.865 3.673
H 1.901 -2.299 3.336
H 0.334 -0.015 1.441
C 0.196 4.371 7.161
C -0.091 3.436 5.990
C -1.004 2.268 6.359
O -0.695 4.164 4.931
H -0.764 4.570 7.682
H 0.647 5.327 6.829
H 0.944 3.886 7.782
H 0.912 3.018 5.693
H -0.504 1.536 7.015
H -1.191 1.781 5.341
H -1.957 2.709 6.699
H -0.320 3.967 4.064
C -5.470 6.416 -4.482
C -3.973 6.875 -4.251
C -3.688 8.236 -3.761
O -3.248 5.887 -3.514
H -5.971 7.101 -5.157
H -5.972 6.175 -3.538
H -5.493 5.472 -5.072
H -3.587 6.832 -5.318
H -4.276 8.445 -2.847
H -3.883 9.030 -4.481
H -2.648 8.395 -3.616
H -3.864 5.110 -3.405
C -0.048 3.794 -3.167
C -0.064 5.122 -3.854
C 1.289 5.329 -4.613
O -1.063 5.045 -4.851
H 0.718 3.767 -2.392
H -0.047 3.004 -3.890
H -1.019 3.658 -2.690
H -0.277 5.895 -3.171
H 1.327 6.135 -5.334
H 1.327 4.381 -5.156
H 2.204 5.349 -3.975
H -1.877 5.372 -4.418
C 4.668 -2.489 -4.772
C 4.350 -2.198 -3.357
C 5.362 -2.642 -2.320
O 4.208 -0.746 -3.125
H 3.829 -2.236 -5.422
H 4.839 -3.593 -4.736
H 5.622 -2.057 -5.107
H 3.319 -2.554 -3.123
H 5.110 -2.295 -1.340
H 6.297 -2.101 -2.479
H 5.456 -3.697 -2.353
H 4.790 -0.324 -3.785
C 2.379 0.094 -8.005
C 2.926 1.487 -7.609
C 2.502 2.058 -6.287
O 4.343 1.273 -7.390
H 1.414 0.203 -8.496
H 2.294 -0.531 -7.156
H 3.082 -0.437 -8.723
H 2.854 2.314 -8.364
H 2.649 1.263 -5.518
H 1.447 2.317 -6.258
H 3.205 2.899 -6.074
H 4.661 0.880 -8.214
C -0.283 7.413 -0.190
C -0.925 6.950 1.063
C -1.395 5.544 1.057
O 0.084 7.151 2.110
H 0.631 6.817 -0.344
H 0.001 8.479 -0.134
H -0.863 7.200 -1.113
H -1.744 7.602 1.296
H -1.863 5.269 1.977
H -0.502 4.917 0.977
H -2.053 5.221 0.245
H -0.336 7.008 3.045
C -0.601 9.066 5.092
C -0.455 7.679 5.712
C -1.357 7.509 6.902
O -0.816 6.770 4.678
H -0.570 9.858 5.834
H -1.480 8.980 4.508
H 0.188 9.240 4.409
H 0.612 7.535 6.064
H -1.423 6.484 7.314
H -2.390 7.706 6.599
H -1.036 8.155 7.709
H -0.780 5.780 5.027
C 6.000 -1.549 4.688
C 6.506 -1.650 3.242
C 6.504 -3.103 2.665
O 5.742 -0.920 2.290
H 5.226 -2.306 4.859
H 5.520 -0.536 4.836
H 6.920 -1.646 5.453
H 7.548 -1.313 3.314
H 6.899 -3.892 3.316
H 7.045 -3.084 1.717
H 5.436 -3.408 2.548
H 5.472 -0.049 2.646
C 7.460 -9.155 4.519
C 6.855 -8.890 3.130
C 6.611 -7.429 2.825
O 7.850 -9.418 2.239
H 8.464 -8.731 4.531
H 7.508 -10.247 4.689
H 6.837 -8.647 5.289
H 5.889 -9.447 3.109
H 6.116 -7.293 1.846
H 7.471 -6.775 2.779
H 5.930 -7.078 3.613
H 7.599 -9.135 1.373
C 2.482 5.623 4.206
C 3.285 6.170 2.979
C 4.730 5.782 2.931
O 2.635 5.719 1.785
H 1.555 6.259 4.310
H 3.083 5.912 5.056
H 2.370 4.568 4.184
H 3.215 7.256 3.107
H 4.927 4.710 3.090
H 5.356 6.263 3.653
H 4.983 6.106 1.901
H 1.752 6.196 1.785
C 3.393 -9.790 -1.998
C 2.873 -8.584 -1.262
C 3.585 -7.305 -1.832
O 1.479 -8.427 -1.243
H 3.001 -10.759 -1.656
H 4.495 -9.845 -1.671
H 3.378 -9.689 -3.052
H 3.150 -8.616 -0.223
H 3.118 -6.410 -1.521
H 3.581 -7.283 -2.964
H 4.683 -7.269 -1.563
H 1.255 -7.915 -2.043
C -4.568 -2.368 -3.492
C -5.284 -1.926 -2.287
C -5.039 -2.810 -1.048
O -4.835 -0.620 -2.012
H -4.416 -1.597 -4.258
H -4.936 -3.317 -3.953
H -3.561 -2.651 -3.235
H -6.359 -1.947 -2.527
H -3.928 -2.861 -0.820
H -5.368 -3.844 -1.228
H -5.608 -2.482 -0.141
H -5.299 -0.156 -1.303
C 3.710 4.327 -0.961
C 3.320 2.922 -0.417
C 4.539 2.062 -0.149
O 2.658 3.181 0.878
H 4.596 4.664 -0.481
H 2.856 5.062 -0.893
H 3.916 4.226 -2.073
H 2.548 2.461 -1.031
H 5.216 2.604 0.599
H 5.181 1.916 -1.039
H 4.231 1.015 0.285
H 2.742 4.136 1.161
C -6.892 0.707 -6.648
C -6.683 2.012 -5.895
C -8.018 2.734 -5.668
O -6.112 1.744 -4.583
H -5.956 0.080 -6.477
H -7.094 0.872 -7.746
H -7.777 0.150 -6.230
H -5.970 2.636 -6.471
H -8.586 2.152 -4.902
H -8.614 2.964 -6.600
H -7.894 3.725 -5.221
H -5.280 1.279 -4.760
*
```

Results of the Mulliken charge analysis, in e, for atoms 1 through 6:
1. O -0.941
2. V 0.718
3. C -0.664
4. C 3.032
5. C -2.067
6. C 1.169

=====

Record 5
Below is a 2-piece molecular cluster, C5H15N overall in a non-equilibrium geometry, with properties calculated with ωB97M-V/def2-TZVPD.

Values from the calculation:
Frontier orbital gap, eV: 10.12
LUMO energy, Ha: 0.0447
M, u: 89.18
SMILES: CCC.CCN
Relative energy (zero: lowest compared OMol25 entry of this formula, charge and spin), kJ/mol: 77.3
Calculated total energy, a.u.: -254.2127
HOMO level, eV: -8.9

Geometry as ORCA input:
```
! RIJCOSX wB97M-V def2-TZVPD def2/J DEFGRID3
* xyz 0 1
C 2.133 1.761 5.415
C 2.092 0.576 4.436
C 0.827 -0.279 4.540
H 3.169 1.897 5.712
H 1.407 1.676 6.232
H 1.709 2.649 4.910
H 3.018 -0.021 4.435
H 2.201 1.097 3.475
H 0.465 -0.149 5.563
H 0.096 0.281 3.960
H 0.949 -1.303 4.200
C -2.171 0.155 -4.038
C -1.228 -0.994 -4.503
N -1.443 -1.389 -5.876
H -3.215 -0.139 -3.846
H -1.885 0.510 -3.050
H -2.351 0.939 -4.776
H -0.208 -0.613 -4.388
H -1.488 -1.822 -3.844
H -2.370 -1.681 -6.146
H -1.095 -0.735 -6.552
*
```

Results of the natural (NBO) charge analysis, in e, for atoms 1 through 6:
1. C -0.613
2. C -0.400
3. C -0.615
4. H 0.217
5. H 0.200
6. H 0.201

=====

> Which value of calculated total energy does entry 5 give?

-254.2127 a.u.

=====

> What is the formula in the fourth record?

C87H227NO29V